[1]
The following is a quantum chemistry calculation of 11 unconnected molecules or ions with the total composition C7H33NO10, from the Open Molecules 2025 dataset.

Results
- SMILES string = C=CCN/C=C/CC.O.O.O.O.O.O.O.O.O.O
- energy above the lowest of the compared OMol25 structures with the same formula, charge and spin (kcal/mol) = 66.0
- DFT total energy (eV) = -29757.6765
- highest occupied orbital energy (eV) = -8.47

Last column: Mulliken charge in e.
Geometry (Å):
C  1.2808  -2.4935  -0.6349  0.1961
C  0.3544  -2.8574  0.5239  -1.1247
C  -0.5527  -1.7244  0.9499  0.2315
C  -1.8595  -1.7817  0.7439  -0.2215
N  -2.8416  -0.8354  1.0527  -0.1560
C  -2.5492  0.3133  1.9680  -0.8845
C  -2.8020  2.0087  0.1452  -1.1431
C  -2.1197  1.4862  1.1318  -0.0293
H  1.7709  -3.3016  -1.1720  0.4369
H  2.1000  -1.8291  -0.3861  0.1252
H  0.6520  -1.8758  -1.2631  -0.1829
H  0.8972  -3.1908  1.4218  0.4477
H  -0.0983  -3.8118  0.2609  0.3457
H  0.0425  -1.0303  1.5326  -0.1350
H  -2.2196  -2.5901  0.1416  0.3826
H  -3.6065  -1.3535  1.4520  0.3106
H  -3.5285  0.5562  2.3544  0.4847
H  -1.8509  -0.0329  2.7103  0.5500
H  -3.7744  1.6232  -0.1597  0.4491
H  -2.4563  2.7774  -0.5395  0.2436
H  -1.0915  1.8098  1.2743  0.2967
H  0.0827  3.3980  -3.1549  0.2398
H  0.0585  2.1428  -3.9780  0.2765
O  0.2414  2.4508  -3.0786  -0.4724
H  1.1474  1.9345  -0.5917  0.1963
H  1.9762  0.8027  -1.2085  0.1609
O  1.7120  1.2003  -0.3439  -0.4419
H  0.1929  -0.9522  -2.3358  -0.0338
H  -1.3362  -0.3928  -2.4608  0.3702
O  -0.4942  -0.5868  -2.8997  -0.7769
H  1.5663  0.1224  -3.1369  0.2229
H  2.6602  1.0424  -3.0776  0.2961
O  2.4802  0.1209  -2.7704  -0.6784
H  4.4136  0.8738  1.2539  0.3523
H  3.0558  1.3274  0.7617  0.5039
O  3.7308  1.5220  1.4436  -0.7078
H  3.4449  -0.4531  -1.0584  0.0649
H  4.1872  -1.6399  -1.4609  0.3366
O  4.2606  -0.9131  -0.8554  -0.6533
H  0.9801  1.0830  1.3958  0.2597
H  0.9612  0.3177  2.6881  0.3668
O  0.7288  1.2038  2.3259  -0.5274
H  2.5076  3.0594  1.6085  0.3434
H  1.3304  3.8276  1.9032  0.2720
O  1.7578  3.4505  1.1104  -0.5666
H  -2.7762  0.0832  -1.1282  0.4511
H  -3.3540  -0.2685  -2.5108  0.2856
O  -2.8266  0.4117  -2.0455  -0.7531
H  -2.3686  -2.9937  3.3899  0.3210
H  -2.9448  -1.5860  3.5452  0.3254
O  -3.1229  -2.4550  3.1618  -0.6571

[2]
The following is a quantum chemistry calculation of a molecular structure, C7H33NO14STl3, from the Open Molecules 2025 dataset.

Results
- net charge = +7
- DFT total energy (eV) = -62755.3994
- highest occupied orbital energy (eV) = -24.81

Last column: Mulliken charge in e.
Geometry (Å):
Tl  -5.4274  1.5515  7.6191  0.9961
Tl  -7.9071  0.5222  -2.1872  0.9982
Tl  1.7102  -2.6384  1.3575  0.9859
S  -2.8978  1.8261  1.6336  1.2928
O  -4.2060  1.8441  1.0114  -0.3163
O  -2.0508  0.7229  1.0915  -0.3241
O  -2.1962  3.1089  1.3833  -0.3471
O  -3.0654  1.6664  3.0467  -0.3183
C  1.0289  -1.6085  -3.5983  -0.7416
O  1.4908  -2.8034  -3.0259  -0.1609
C  1.6181  -3.8024  -4.0172  -0.8051
C  2.4977  -4.9766  -3.5495  -0.4475
N  2.0542  -5.5705  -2.3018  -0.0190
C  2.9721  -6.7313  -2.0060  -0.6557
C  4.4920  -6.3631  -1.6954  -0.5266
O  4.5093  -5.2458  -0.7590  -0.0720
C  5.8607  -4.9725  -0.5082  -0.6711
H  0.0752  -1.7193  -4.1143  0.3748
H  1.7941  -1.0831  -4.1698  0.3764
H  0.7686  -0.9038  -2.8085  0.2334
H  2.0199  -3.3828  -4.9394  0.5022
H  0.5826  -4.0356  -4.2653  0.4824
H  3.4789  -4.5116  -3.4529  0.3676
H  2.4862  -5.7109  -4.3548  0.4727
H  1.1085  -5.9002  -2.4325  0.3738
H  2.8456  -7.5465  -2.7185  0.4603
H  2.5561  -7.2174  -1.1235  0.4486
H  5.0924  -6.1403  -2.5774  0.4620
H  4.9528  -7.2442  -1.2488  0.5001
H  6.4657  -5.8003  -0.1382  0.3842
H  5.9713  -4.2283  0.2805  0.2853
H  6.4021  -4.5733  -1.3659  0.3833
C  2.8645  4.2324  -0.2122  -0.3908
O  2.1196  3.0492  -0.3238  -0.2403
H  3.9285  4.0525  -0.3661  0.2995
H  2.3375  5.0436  -0.7146  0.3245
H  2.8797  4.5177  0.8397  0.3149
H  1.2271  3.2531  -0.0350  0.3562
O  -3.7253  -1.7372  -1.9393  -0.5995
H  -3.4178  -2.6204  -2.1430  0.3264
H  -3.2136  -1.4754  -1.1739  0.2768
O  -3.2754  6.3194  -1.1492  -0.4683
H  -2.9646  5.6611  -0.5277  0.3247
H  -3.2041  7.1485  -0.6763  0.3930
O  -7.3263  5.2751  -1.1022  -0.4600
H  -6.4258  5.5972  -1.0613  0.3611
H  -7.8318  5.9112  -0.5960  0.3918
O  1.5980  1.0217  4.7955  -0.5503
H  1.0054  0.6649  5.4571  0.3508
H  1.2976  1.9210  4.6642  0.3227
O  0.3956  5.2004  4.0366  -0.5082
H  0.7861  6.0153  3.7209  0.3645
H  -0.1756  4.9158  3.3231  0.3217
O  -2.5557  5.3592  7.0837  -0.4370
H  -2.0075  5.5758  7.8378  0.4048
H  -1.9338  5.1405  6.3897  0.3537
O  -6.4544  4.3598  3.6407  -0.4944
H  -6.8239  5.1800  3.3134  0.3684
H  -6.1876  3.8857  2.8532  0.3188

[3]
The following is a quantum chemistry calculation of 12 unconnected molecules or ions with the total composition C7H35NO11, from the Open Molecules 2025 dataset.

Results
- SMILES string = C/C=C/C(=C/N)CC.O.O.O.O.O.O.O.O.O.O.O
- energy above the lowest of the compared OMol25 structures with the same formula, charge and spin (kcal/mol) = 107.7
- DFT total energy (eV) = -31834.4640
- highest occupied orbital energy (eV) = -8.61

Last column: Mulliken charge in e.
Geometry (Å):
C  0.1576  -1.2064  -3.3817  -0.6032
C  -0.7256  -2.2934  -2.6241  -0.6253
N  -2.2451  0.5089  -2.3626  -0.5939
C  -2.0903  -0.4640  -1.2678  -0.5376
C  -1.3304  -1.6406  -1.3906  0.0622
C  -0.9167  -2.0905  -0.0606  -0.2103
C  -1.3176  -3.1202  0.6971  -0.0772
C  -0.8136  -3.5578  2.0683  -0.5585
H  1.0292  -1.5993  -3.9885  0.4060
H  0.3413  -0.3916  -2.6330  -0.0133
H  -0.5138  -0.7022  -4.1658  0.2045
H  0.1108  -3.0764  -2.2963  0.2531
H  -1.5998  -2.7956  -3.1859  0.3009
H  -2.9210  1.2135  -2.1923  0.2323
H  -2.5638  0.0913  -3.2338  0.2244
H  -2.4810  -0.1415  -0.4748  1.1396
H  -0.0737  -1.5012  0.3381  -0.2111
H  -2.2404  -3.7694  0.5511  0.2668
H  -1.8434  -3.7190  2.6348  0.2831
H  -0.3168  -2.6097  2.4807  -0.0299
H  -0.2348  -4.4928  1.9270  0.2932
H  0.2216  2.3438  -3.3582  0.2292
H  -0.5674  1.6024  -2.2746  0.3624
O  0.2938  1.8835  -2.5196  -0.5859
H  1.6618  1.4096  -0.9979  0.2991
H  0.8614  1.9608  0.1660  0.2453
O  1.6158  1.3774  -0.1084  -0.4325
H  4.2300  0.1790  0.6495  0.3458
H  4.2856  1.6971  0.4759  0.3234
O  4.7926  0.9951  0.9361  -0.6456
H  0.8557  -0.5665  4.0872  0.2584
H  -0.4460  -0.8820  4.2023  0.2946
O  0.3360  -1.2451  3.7565  -0.5676
H  -0.7441  3.5309  1.3060  0.3146
H  -0.7140  4.4409  0.0543  0.2996
O  -0.8559  3.4805  0.4006  -0.6062
H  2.9033  0.6197  3.8087  0.2854
H  3.0520  -0.3605  2.4118  0.2424
O  2.4983  -0.0223  3.1118  -0.5456
H  2.1485  -1.0178  1.0117  0.2111
H  1.7413  -0.3718  -0.2040  0.1870
O  2.4418  -1.0111  0.0765  -0.5592
H  -4.2978  2.4197  0.4551  0.3533
H  -2.6889  2.7359  0.7109  0.3436
O  -3.6402  2.9252  1.0413  -0.6769
H  -4.6405  0.2162  1.3321  0.2991
H  -3.7068  0.1221  0.0469  0.2820
O  -4.6000  0.4841  0.4445  -0.7384
H  4.5849  -0.7023  -1.9421  0.3306
H  3.0859  -0.3497  -2.2566  0.3191
O  3.9510  -0.2304  -2.6050  -0.6602
H  1.8967  3.6584  2.3071  0.2969
H  0.9003  2.5699  3.1984  0.3075
O  1.1321  3.4648  2.8362  -0.6181

[4]
The following is a quantum chemistry calculation of a molecular structure, C7H35NO15STl2, from the Open Molecules 2025 dataset.

Results
- net charge = +4
- DFT total energy (eV) = -60168.8636
- highest occupied orbital energy (eV) = -22.08

Last column: Mulliken charge in e.
Geometry (Å):
Tl  0.1383  1.0297  -1.1842  1.7774
Tl  -0.6594  -2.6870  -3.4498  0.9457
S  -0.4093  -1.7794  -0.3354  -0.4487
O  0.5668  -2.7106  0.1494  0.3385
O  -0.1736  -0.4995  0.3012  -2.6516
O  -0.1308  -1.5552  -1.7625  -0.8788
O  -1.8099  -2.1398  -0.1525  -0.3572
C  1.8539  -0.0550  1.7493  -1.4453
O  1.0108  1.0176  1.3059  0.0299
C  1.2493  2.2955  1.9328  -0.5235
C  0.1316  3.2703  1.5766  -1.0700
N  0.0225  3.4892  0.0957  -0.1162
C  1.1388  4.3325  -0.3903  -0.6881
C  0.9919  4.5106  -1.9541  -0.7837
O  1.1849  3.3073  -2.7140  -0.1840
C  1.0327  3.4850  -4.1030  -0.7691
H  1.6501  -0.9892  1.2260  1.0969
H  1.8754  -0.2857  2.8144  0.4716
H  2.8660  0.1688  1.4122  0.3001
H  2.2480  2.6883  1.7418  0.4601
H  1.2864  2.1278  3.0092  0.4363
H  0.3224  4.2593  1.9933  0.6307
H  -0.8286  2.9296  1.9640  0.4123
H  -0.8198  4.0425  0.0290  0.3124
H  2.1226  3.9210  -0.1651  0.3921
H  1.0385  5.2848  0.1304  0.5297
H  1.6397  5.3478  -2.2141  0.5148
H  -0.0524  4.7656  -2.1347  0.4518
H  -0.0133  3.6611  -4.3540  0.3825
H  1.4220  2.5880  -4.5846  0.2969
H  1.6199  4.3541  -4.3994  0.3506
C  -1.7616  -1.2060  2.4721  -0.8116
O  -0.8457  -0.1823  2.1090  -0.7098
H  -1.9973  -1.0959  3.5306  0.5080
H  -2.6462  -1.2260  1.8356  0.3184
H  -1.2487  -2.1441  2.2599  0.4832
H  -0.5063  -0.3828  1.2336  2.5276
O  0.5717  -3.9548  1.5928  -0.5361
H  0.4656  -3.2665  0.9363  0.5411
H  0.2058  -4.7377  1.1811  0.3934
O  1.9941  -0.3349  -0.9815  -0.7488
H  2.0476  -0.7690  -1.8329  0.3918
H  2.0076  -1.0506  -0.3460  0.6499
O  -3.3081  -0.9764  -0.5057  -0.5810
H  -2.5341  -1.4634  -0.2229  0.5743
H  -4.0455  -1.5382  -0.2675  0.3524
O  0.4119  -3.8331  -1.5891  -0.6077
H  0.0178  -4.6293  -1.2327  0.3684
H  0.5738  -3.2820  -0.8234  0.3914
O  -1.7789  -3.6581  -1.5742  -0.7467
H  -1.6209  -2.9227  -0.9822  0.9714
H  -1.8116  -4.4244  -1.0016  0.3459
O  2.3202  -1.9683  0.3732  -0.6014
H  2.8112  -2.7538  0.6145  0.5130
H  1.4109  -2.2618  0.3158  0.2800
O  -2.5730  -3.3183  1.2303  -0.5805
H  -1.9467  -2.7629  0.7659  0.0157
H  -3.3255  -3.3755  0.6416  0.4040
O  -1.5107  1.3246  0.7558  -0.5982
H  -2.4522  1.4459  0.6327  0.2679
H  -1.4406  0.5734  1.3449  0.0101

Q: What is the DFT total energy in the first record?
A: -29757.6765 eV